Entry 1:
A structure of composition C19H18CrNOS in a non-equilibrium geometry. Source: the Open Molecules 2025 dataset; level of theory: ωB97M-V/def2-TZVPD.

The geometry in XYZ format:
```
41
Properties=species:S:1:pos:R:3:mulliken_charge:R:1
Cr 0.074 -0.081 2.983 0.3191
S 0.076 -0.016 7.661 -0.4785
O -0.155 -0.203 -1.385 -0.2977
N 0.114 -0.149 4.884 -0.6219
C 0.659 -0.865 -5.145 -0.4390
C 0.805 2.049 3.592 -0.4806
C 0.337 -2.249 3.567 -0.4919
C -0.811 -1.544 1.676 -0.1445
C -0.328 1.106 -4.136 -0.3062
C 1.315 -1.832 2.599 -0.5293
C -0.972 -2.031 3.017 -0.6592
C 0.104 -0.077 6.084 0.4430
C 1.291 1.607 2.307 -0.4836
C 0.099 -0.236 -3.993 0.7268
C -1.052 1.647 2.245 -0.5609
C 0.345 1.140 -6.473 -0.3857
C 0.772 -0.192 -6.364 -0.5186
C -0.626 2.080 3.548 -0.4045
C -1.364 -0.731 -1.928 -0.5086
C 0.141 1.432 1.450 -0.4208
C -0.197 1.781 -5.353 -0.6402
C -0.127 -0.974 -2.748 -0.2898
C 0.604 -1.447 1.413 -0.2265
H 0.986 -1.905 -5.063 0.3071
H 2.400 -1.894 2.726 0.4049
H -1.915 -2.261 3.520 0.4213
H 0.556 -2.708 4.531 0.5241
H 0.437 1.671 -7.422 0.3651
H -2.090 1.612 1.910 0.4115
H 1.436 2.374 4.419 0.5223
H 1.057 -1.171 0.460 0.4939
H 0.337 -1.971 -2.670 0.3722
H 1.188 -0.704 -7.236 0.3588
H -0.525 2.819 -5.426 0.3534
H -1.290 2.430 4.338 0.4966
H -0.763 1.614 -3.271 0.2532
H -1.614 -1.342 0.967 0.4410
H -2.051 0.026 -2.324 0.2813
H 2.349 1.555 2.043 0.4358
H -1.763 -1.594 -1.381 0.3175
H 0.157 1.234 0.379 0.6392
```

* LUMO energy (spin up / spin down): 0.47 / 0.10 eV
* HOMO (spin up / spin down): -6.81 / -7.41 eV
* Kohn-Sham gap (spin up / spin down): 7.281 / 7.510 eV
* multiplicity: 4
* strongest force on any atom: 5.19 eV Å⁻¹


Entry 2:
A structure of composition C31H33BrF5N8O5PtSi. Source: the Open Molecules 2025 dataset; level of theory: ωB97M-V/def2-TZVPD.

The geometry in XYZ format:
```
85
Properties=species:S:1:pos:R:3:mulliken_charge:R:1
Pt -1.029 0.478 -0.798 1.1929
Br 9.431 4.615 5.896 -0.1674
Si -0.292 0.234 -4.219 0.5232
F -1.665 2.664 -2.454 -0.1854
F -1.203 4.758 -0.889 -0.2626
F 0.562 3.566 -1.247 -0.2140
F -0.414 3.525 0.691 -0.1972
F -2.742 2.678 -0.563 -0.3133
O 0.737 -1.705 1.366 -0.5258
O -1.176 0.700 1.140 -1.0263
O -1.024 0.111 -2.753 -0.0454
O -3.686 -4.877 2.312 -0.4428
O -6.369 -2.754 0.982 -0.6507
N -0.660 -1.673 -0.485 0.2234
N -3.027 0.009 -0.903 -0.0390
N 3.624 2.168 3.530 -0.2949
N -1.941 -2.459 -2.284 0.0206
N 0.918 0.863 -0.432 0.6776
N 4.677 2.330 2.896 0.0343
N -1.229 -3.852 -0.534 0.1102
N -4.343 -2.701 2.006 -0.0259
C -4.544 -3.862 2.822 -0.5982
C 3.455 1.475 0.437 -0.7311
C 6.710 3.845 5.638 -0.5970
C -1.299 -2.666 -1.139 -0.0070
C 0.472 1.900 -4.603 -1.2614
C 2.406 1.464 1.387 0.9234
C 1.390 1.522 3.579 -0.2110
C 5.613 3.327 4.977 -0.3238
C 6.979 2.936 3.029 -0.1333
C 8.085 3.449 3.688 -0.6163
C -1.646 -0.088 -5.465 -1.2709
C 1.030 -1.088 -4.349 -1.1737
C -1.855 -5.081 -0.980 -1.1618
C -3.506 -0.720 0.110 -0.4522
C -0.619 3.595 -0.621 0.6992
C 5.750 2.869 3.669 0.1411
C 2.502 1.703 2.797 -0.6583
C 7.938 3.902 4.988 0.1009
C 1.910 0.891 -1.295 -0.1125
C -5.091 -0.191 -2.039 -1.0803
C -0.017 -2.251 0.607 0.0141
C -5.570 -1.012 -1.033 -0.3567
C -0.442 -3.715 0.676 -0.5957
C 0.132 1.153 3.074 -1.0000
C 1.133 1.122 0.896 0.2029
C -1.527 2.444 -1.124 0.3977
C 3.206 1.185 -0.879 -1.5152
C -4.758 -1.296 0.060 0.2641
C -0.010 0.990 1.728 0.5237
C -3.795 0.282 -1.961 0.0789
C -5.248 -2.306 1.067 0.2819
H 6.620 4.208 6.652 0.4036
H -6.558 -1.450 -1.071 0.5521
H 0.427 -4.373 0.682 0.4622
H -3.334 0.863 -2.747 0.4078
H 0.603 -2.087 -4.469 0.3377
H 1.505 1.697 4.640 0.5283
H 4.003 1.180 -1.608 0.5343
H 1.477 2.045 -4.205 0.3194
H -1.719 -5.216 -2.054 0.4318
H -1.035 -3.899 1.576 0.2218
H -1.231 -0.161 -6.473 0.4265
H -0.150 2.733 -4.273 0.3017
H -3.926 -5.719 2.715 0.2645
H 7.063 2.576 2.012 0.3969
H -2.825 -0.832 0.942 0.6713
H -5.697 0.060 -2.897 0.4679
H 4.452 1.710 0.768 0.6704
H -1.367 -5.916 -0.483 0.3726
H 1.675 -0.905 -5.211 0.4652
H 1.666 -1.105 -3.459 0.3353
H -0.716 1.027 3.732 0.5450
H -2.917 -5.102 -0.731 0.2984
H -2.383 0.718 -5.468 0.2866
H 1.670 0.667 -2.323 0.3293
H -2.309 -3.234 -2.808 0.2670
H 4.651 3.275 5.465 0.3962
H -5.594 -4.140 2.749 0.4519
H -3.410 -2.328 1.988 0.1292
H 9.046 3.502 3.198 0.4010
H 0.564 1.969 -5.690 0.4735
H -4.286 -3.632 3.858 0.3501
H -1.728 -1.567 -2.744 0.0053
H -2.174 -1.025 -5.263 0.3322
```

* charge: +1
* LUMO energy: -3.14 eV
* HOMO: -10.10 eV
* Kohn-Sham gap: 6.960 eV
* energy above the lowest of the compared OMol25 structures with the same formula, charge and spin: 0.0 kJ/mol
* strongest force on any atom: 0.72 eV Å⁻¹


Entry 3:
An isolated molecule of C5H7N2O3P in a non-equilibrium geometry. Source: the Open Molecules 2025 dataset; level of theory: ωB97M-V/def2-TZVPD.

The geometry in XYZ format:
```
18
Properties=species:S:1:pos:R:3:mulliken_charge:R:1
P -1.152 -1.755 0.037 0.1231
O 2.724 -0.354 -1.169 -0.4796
O 3.413 -0.554 0.984 -0.5576
O -3.245 0.229 -0.200 -0.3796
N -2.048 0.870 0.029 -0.3067
N 2.593 -0.263 0.098 0.8045
C 0.312 -2.566 0.005 -0.6117
C 1.330 0.201 0.387 -0.4813
C -0.984 0.197 0.084 0.0583
C 0.276 0.862 0.047 1.0134
C 0.098 2.303 -0.317 -1.1883
H 1.115 2.606 -0.446 0.4268
H -1.545 -2.086 1.288 0.0282
H -0.252 2.507 -1.352 0.3062
H 0.359 -3.498 0.680 0.2483
H 1.267 -2.578 -0.628 0.3351
H -3.814 1.002 -0.036 0.3960
H -0.448 2.878 0.508 0.2647
```

* LUMO energy (spin up / spin down): -0.74 / -2.05 eV
* HOMO (spin up / spin down): -9.38 / -7.67 eV
* Kohn-Sham gap (spin up / spin down): 8.636 / 5.620 eV
* energy above the lowest of the compared OMol25 structures with the same formula, charge and spin: 984.5 kJ/mol
* strongest force on any atom: 4.56 eV Å⁻¹


Q: What is the formula in the third record?
A: C5H7N2O3P


Q: Look up the strongest force on any atom of the first one.
A: 5.19 eV Å⁻¹